Arrangement w

Formula: C3H11ClN2Si
Source: the Open Molecules 2025 dataset
Level of theory: the ωB97M-V functional and the def2-TZVPD basis

- Kohn-Sham gap (alpha / beta): 6.4 / 6.4 eV
- LUMO energy (alpha / beta): 0.0 / -0.1 eV
- HOMO level (alpha / beta): -6.439 / -6.417 eV

Geometry as ORCA input:
```
! RIJCOSX wB97M-V def2-TZVPD def2/J DEFGRID3
* xyz 0 1
H -1.5309 1.2080 -2.3007
H -1.5800 2.9959 -1.0053
Si 0.3361 -0.0590 -1.2325
N 1.5550 -3.1368 2.2879
H 2.2884 -3.6659 1.8055
H 0.0290 1.6580 -3.0246
H -0.5950 -0.6429 2.3414
C -0.5725 -0.8498 1.3554
H 1.9230 -2.2959 2.6289
H 0.3142 3.0313 -0.7574
C -0.4399 1.4663 -2.1049
N -0.3056 0.1025 0.4707
Cl -0.5435 -1.8405 -1.7794
C -0.5949 2.8874 -1.4677
H 1.2438 -3.6328 3.0702
H -0.5560 -1.8593 0.9858
H -0.6595 3.5728 -2.2925
H -0.3116 1.0605 1.0193
*
```


Arrangement x

Formula: C3H11ClN2Si
Source: the Open Molecules 2025 dataset
Level of theory: the ωB97M-V functional and the def2-TZVPD basis

- Kohn-Sham gap: 10.1 eV
- LUMO energy: 0.7 eV
- HOMO level: -9.386 eV

Geometry as ORCA input:
```
! RIJCOSX wB97M-V def2-TZVPD def2/J DEFGRID3
* xyz 0 1
N 1.1849 0.6005 2.0901
H -0.7944 2.5562 -1.7037
H -1.0530 0.9327 -0.1807
H 0.9004 2.3670 -1.6533
H -0.4600 -3.1034 -0.3704
N 0.5028 -1.7128 0.6663
C -0.1087 0.8749 -0.6864
H 0.0512 -1.8347 -1.3929
Cl 3.0734 0.0350 -0.4236
C 0.3180 -2.4538 -0.5915
H 0.2593 0.9278 2.5912
H -0.1689 0.2375 -1.5696
H 0.8111 -2.3625 1.3540
C 0.0291 2.3563 -1.0434
H -0.0439 2.9786 -0.2199
Si 0.9915 -0.0596 0.5525
H 2.1080 0.8242 2.4829
H 1.2136 -3.0098 -0.8703
*
```


Most favorable structure: arrangement x. The second most favorable one is 3.495 eV above it.


Arrangement w

Formula: C2H4N3
Source: the Open Molecules 2025 dataset
Level of theory: the ωB97M-V functional and the def2-TZVPD basis

- Kohn-Sham gap: 11.1 eV
- LUMO energy: -5.5 eV
- HOMO level: -16.531 eV

Geometry as ORCA input:
```
! RIJCOSX wB97M-V def2-TZVPD def2/J DEFGRID3
* xyz 1 1
H 1.1695 1.3790 -2.8365
N -1.0183 -0.7156 -0.7122
C 0.7065 0.8584 -1.9508
N -0.9029 -0.8718 0.3956
H 0.8789 -0.5386 0.9966
C -0.1029 -0.4140 1.4148
H -0.3177 0.6639 1.5813
N -0.1311 0.5454 -1.2431
H -0.2821 -0.9065 2.3543
*
```


Arrangement x

Formula: C2H4N3
Source: the Open Molecules 2025 dataset
Level of theory: the ωB97M-V functional and the def2-TZVPD basis

- Kohn-Sham gap (alpha / beta): 7.7 / 7.7 eV
- LUMO energy (alpha / beta): -8.2 / -8.2 eV
- HOMO level (alpha / beta): -15.965 / -15.966 eV

Geometry as ORCA input:
```
! RIJCOSX wB97M-V def2-TZVPD def2/J DEFGRID3
* xyz 1 1
C 0.6147 -0.6769 -0.1343
N -1.6938 0.0709 0.0702
H 1.7038 -1.0249 -0.0181
H 0.5122 1.0837 0.9979
C 0.3690 0.7257 -0.0185
H -0.0735 -1.4914 -0.3669
N -1.4776 -1.0395 0.2052
N -1.0021 1.0903 -0.0811
H 1.0472 1.2622 -0.6543
*
```


Most favorable structure: arrangement w. The second most favorable one is 2.996 eV above it.


Arrangement w

Formula: C9H8N2O
Source: the Open Molecules 2025 dataset
Level of theory: the ωB97M-V functional and the def2-TZVPD basis

- Kohn-Sham gap (alpha / beta): 7.5 / 7.5 eV
- LUMO energy (alpha / beta): 0.7 / 0.7 eV
- HOMO level (alpha / beta): -6.805 / -6.806 eV

Geometry as ORCA input:
```
! RIJCOSX wB97M-V def2-TZVPD def2/J DEFGRID3
* xyz 0 1
C 0.9111 -2.5318 -1.2723
N -1.9934 1.1731 -1.7306
H -1.2379 -2.6164 -1.2823
C -0.5359 -1.1177 0.0765
O -3.0998 2.4290 -0.0854
H 1.0093 -3.3178 -1.9867
H 2.6895 -0.5892 0.8320
H 2.9639 -2.3033 -0.8712
C 2.0172 -1.9540 -0.6559
N 0.2061 1.7432 1.7407
H -1.5047 -0.9679 0.5704
C -2.5954 1.8522 -0.9285
H -1.9712 1.1938 -2.7497
C 0.2125 2.9679 2.0540
H 1.0686 3.5855 2.2901
C -0.3468 -2.1401 -0.9012
C 0.3588 0.6119 1.4512
C 0.5954 -0.4739 0.6603
C 1.8968 -1.0302 0.3697
H -0.6440 3.4857 2.4187
*
```


Arrangement x

Formula: C9H8N2O
Source: the Open Molecules 2025 dataset
Level of theory: the ωB97M-V functional and the def2-TZVPD basis

- Kohn-Sham gap: 8.8 eV
- LUMO energy: 0.3 eV
- HOMO level: -8.487 eV

Geometry as ORCA input:
```
! RIJCOSX wB97M-V def2-TZVPD def2/J DEFGRID3
* xyz 0 1
H -0.6681 2.7907 -0.1614
C 1.6037 -0.3031 -0.2110
C 0.1918 -0.4892 -0.3914
O -2.7293 1.6584 -0.1158
H 1.6378 3.4990 0.3176
C -0.0082 1.8991 -0.2038
H 3.0361 1.1617 0.4499
C 1.2187 2.3369 -0.1061
C 2.0291 0.9741 0.1196
H 3.4238 -1.2559 -0.1695
H -2.7201 -2.5742 0.2608
C -1.9527 -1.7698 -0.0616
H -0.3193 -2.8229 0.2418
H -3.6068 -0.2414 0.1846
C -0.5831 0.6582 -0.2350
H 2.2497 -2.2766 0.6115
N -2.6417 -0.5563 0.0550
C -2.0210 0.6497 -0.1620
C -0.6078 -1.8387 -0.2379
N 2.4674 -1.4995 -0.1851
*
```


Most favorable structure: arrangement x. The second most favorable one is 0.224 eV above it.


Arrangement w

Formula: C4H2FNOS
Source: the Open Molecules 2025 dataset
Level of theory: the ωB97M-V functional and the def2-TZVPD basis

- Kohn-Sham gap: 8.5 eV
- LUMO energy: -1.4 eV
- HOMO level: -9.913 eV

Geometry as ORCA input:
```
! RIJCOSX wB97M-V def2-TZVPD def2/J DEFGRID3
* xyz 0 1
N 2.6509 -1.0515 -0.6908
C -1.7081 0.8501 -0.6415
C -0.5212 0.2995 -0.4414
S 1.3655 -0.9748 2.7449
H -2.5525 1.0624 0.0091
C 1.9119 -0.8485 0.1715
O -0.1806 -0.0368 0.8644
H 0.1115 0.1362 -1.3060
F -2.0692 1.1745 -1.9225
C 0.9920 -0.6111 1.2125
*
```


Arrangement x

Formula: C4H2FNOS
Source: the Open Molecules 2025 dataset
Level of theory: the ωB97M-V functional and the def2-TZVPD basis

- Kohn-Sham gap: 7.8 eV
- LUMO energy: -1.1 eV
- HOMO level: -8.979 eV

Geometry as ORCA input:
```
! RIJCOSX wB97M-V def2-TZVPD def2/J DEFGRID3
* xyz 0 1
N 0.9823 1.5039 -0.0648
O 1.7433 0.3771 0.0145
C -0.1871 -1.0486 -0.0025
C -0.2958 1.3182 -0.0736
F -1.0465 2.3664 0.0448
H 1.9044 -1.6285 0.0803
C -1.0384 0.0557 -0.1538
S -2.6572 -0.0666 -0.0141
H -0.5539 -2.0408 0.2160
C 1.1490 -0.8368 -0.0468
*
```


Most favorable structure: arrangement w. The second most favorable one is 0.299 eV above it.


Arrangement w

Formula: C4H4F2
Source: the Open Molecules 2025 dataset
Level of theory: the ωB97M-V functional and the def2-TZVPD basis

- Kohn-Sham gap: 11.3 eV
- LUMO energy: 0.9 eV
- HOMO level: -10.418 eV

Geometry as ORCA input:
```
! RIJCOSX wB97M-V def2-TZVPD def2/J DEFGRID3
* xyz 0 1
H -2.2320 0.2794 1.3709
C 0.6097 -0.4105 -0.2620
F 2.2802 1.1589 0.2440
C 2.0946 -0.0579 -0.2837
F -2.4777 1.0108 -0.4551
C -0.5704 -0.2302 -0.0295
H 2.4402 -0.0268 -1.3490
H 2.7307 -0.8660 0.1748
C -2.0293 -0.0535 0.3338
H -2.8459 -0.8041 0.2558
*
```


Arrangement x

Formula: C4H4F2
Source: the Open Molecules 2025 dataset
Level of theory: the ωB97M-V functional and the def2-TZVPD basis

- Kohn-Sham gap (alpha / beta): 8.2 / 8.9 eV
- LUMO energy (alpha / beta): 0.5 / 0.5 eV
- HOMO level (alpha / beta): -7.743 / -8.416 eV

Geometry as ORCA input:
```
! RIJCOSX wB97M-V def2-TZVPD def2/J DEFGRID3
* xyz 0 1
F 3.3460 -1.5381 0.7432
C -0.5310 -0.3534 0.6693
C 1.7694 -0.1565 -0.9520
H -0.0654 -1.1622 1.0740
H -0.2865 0.6558 1.0526
H 1.8246 -0.5082 -1.9203
C 2.7410 -0.5532 0.0663
C 2.8453 0.7247 -0.2901
H -1.3844 -0.5262 -0.0739
F 3.4127 1.9208 -0.1710
*
```


Most favorable structure: arrangement w. The second most favorable one is 4.674 eV above it.


Arrangement w

Formula: CF2OS
Source: the Open Molecules 2025 dataset
Level of theory: the ωB97M-V functional and the def2-TZVPD basis

- Kohn-Sham gap (alpha / beta): 5.9 / 5.9 eV
- LUMO energy (alpha / beta): -3.7 / -3.7 eV
- HOMO level (alpha / beta): -9.542 / -9.554 eV

Geometry as ORCA input:
```
! RIJCOSX wB97M-V def2-TZVPD def2/J DEFGRID3
* xyz 0 1
F -1.9110 -0.7687 0.9129
C -1.1566 -0.1714 -0.0201
F 2.6242 0.9387 -0.0946
S 2.0134 -0.5609 0.0478
O -1.5700 0.5623 -0.8460
*
```


Arrangement x

Formula: CF2OS
Source: the Open Molecules 2025 dataset
Level of theory: the ωB97M-V functional and the def2-TZVPD basis

- Kohn-Sham gap (alpha / beta): 7.5 / 7.1 eV
- LUMO energy (alpha / beta): -1.7 / -1.7 eV
- HOMO level (alpha / beta): -9.161 / -8.812 eV

Geometry as ORCA input:
```
! RIJCOSX wB97M-V def2-TZVPD def2/J DEFGRID3
* xyz 0 1
O 0.6735 -0.7818 -0.4439
S 1.7934 -1.9063 -0.0319
F -0.6071 1.0592 0.9301
C -0.5785 0.2876 -0.1326
F -0.7442 1.0493 -1.1696
*
```


Most favorable structure: arrangement w. The second most favorable one is 0.566 eV above it.


Arrangement w

Formula: C3H13N3O
Source: the Open Molecules 2025 dataset
Level of theory: the ωB97M-V functional and the def2-TZVPD basis

- Kohn-Sham gap: 9.8 eV
- LUMO energy: 0.9 eV
- HOMO level: -8.932 eV

Geometry as ORCA input:
```
! RIJCOSX wB97M-V def2-TZVPD def2/J DEFGRID3
* xyz 0 1
H -1.7652 0.8044 -1.5968
H -1.1960 1.7604 -2.9997
H 1.1578 -0.7975 3.1208
N 0.6192 -0.3140 -1.1816
H -0.5424 -1.1304 2.9769
H -0.2161 -1.3306 0.4200
C 0.0909 0.7249 1.8510
N 0.1732 0.3412 -2.3657
H -0.1695 -0.3587 -3.0266
C -0.8964 1.2847 -2.0643
H 0.7020 -1.7625 1.8378
H -0.4989 2.0506 -1.3942
O 1.0056 1.1743 0.9649
H -0.1462 -2.1955 -1.0827
H 0.1133 1.3107 2.7747
H -0.9293 0.7120 1.4438
H 0.9253 0.6192 -0.0019
H 1.5311 -0.7217 -1.4051
N -0.3054 -1.2780 -0.6686
C 0.3471 -0.8934 2.3972
*
```


Arrangement x

Formula: C3H13N3O
Source: the Open Molecules 2025 dataset
Level of theory: the ωB97M-V functional and the def2-TZVPD basis

- Kohn-Sham gap (alpha / beta): 5.9 / 5.9 eV
- LUMO energy (alpha / beta): 0.0 / 0.0 eV
- HOMO level (alpha / beta): -5.895 / -5.888 eV

Geometry as ORCA input:
```
! RIJCOSX wB97M-V def2-TZVPD def2/J DEFGRID3
* xyz 0 1
H -1.3363 -3.3020 -0.1343
H -1.6945 0.8827 -1.2286
H -0.0405 1.0759 -1.8834
C -1.1238 -2.3332 0.3370
H -2.0773 -1.8948 0.6973
H -0.9943 -1.4074 -1.4231
H 2.9362 1.8402 -1.3042
H -0.5091 -2.4282 1.2373
N 2.8714 1.0317 -0.6880
N -0.4222 -1.4605 -0.5744
O 1.9234 1.2173 0.2834
C -0.6546 0.5224 1.3764
H -0.1589 -0.1600 2.0627
H -0.3511 1.5154 1.7127
H -1.7342 0.3374 1.3965
H 0.9981 -0.0086 0.0191
C -0.6640 1.1770 -0.9971
N -0.1337 0.3253 0.0426
H 3.7808 0.8550 -0.2654
H -0.6154 2.2143 -0.6664
*
```


Arrangement y

Formula: C3H13N3O
Source: the Open Molecules 2025 dataset
Level of theory: the ωB97M-V functional and the def2-TZVPD basis

- Kohn-Sham gap: 9.7 eV
- LUMO energy: 0.5 eV
- HOMO level: -9.177 eV

Geometry as ORCA input:
```
! RIJCOSX wB97M-V def2-TZVPD def2/J DEFGRID3
* xyz 0 1
H -0.1888 0.8008 1.3288
H 0.1706 0.5805 -2.2928
C -0.8327 0.5346 0.4794
H 2.6145 0.3423 1.4191
H 4.0443 -0.2130 1.4536
H 1.6096 -1.3247 -1.1734
N -0.2055 -0.3355 -0.5225
H -1.8352 -1.0324 1.6116
H -3.5556 0.5711 -0.1433
N -3.1706 -0.3395 0.0632
H -1.1380 1.5004 0.0639
H 2.7324 -0.4171 -1.5723
H 0.2127 -1.0483 0.0550
H -2.6779 -0.5919 -0.7961
C -2.1061 -0.1448 1.0250
C 0.7388 0.3609 -1.3876
H -2.4566 0.5268 1.8262
O 3.1200 -0.4589 1.4090
N 1.7757 -0.6023 -1.8803
H 1.1485 1.2910 -0.9667
*
```


Most favorable structure: arrangement y. The second most favorable one is 2.127 eV above it.


Arrangement w

Formula: C3HN
Source: the Open Molecules 2025 dataset
Level of theory: the ωB97M-V functional and the def2-TZVPD basis

- Kohn-Sham gap: 11.6 eV
- LUMO energy: 0.4 eV
- HOMO level: -11.217 eV

Geometry as ORCA input:
```
! RIJCOSX wB97M-V def2-TZVPD def2/J DEFGRID3
* xyz 0 1
N -0.6011 -0.9929 1.4935
C 0.3278 0.2769 -0.4935
H 0.7056 1.7638 -2.2707
C -0.2201 -0.3707 0.6476
C 0.4760 0.9581 -1.5180
*
```


Arrangement x

Formula: C3HN
Source: the Open Molecules 2025 dataset
Level of theory: the ωB97M-V functional and the def2-TZVPD basis

- Kohn-Sham gap: 11.1 eV
- LUMO energy: 0.0 eV
- HOMO level: -11.092 eV

Geometry as ORCA input:
```
! RIJCOSX wB97M-V def2-TZVPD def2/J DEFGRID3
* xyz 0 1
N -1.9251 0.0798 -0.0099
H 2.9127 0.4864 0.0895
C 1.8888 0.0473 -0.0367
C -0.7773 0.0018 0.0127
C 0.6490 -0.2233 0.0207
*
```


Most favorable structure: arrangement w. The second most favorable one is 0.208 eV above it.